{"formula": "C39H33AsNO10P2SW", "method": "the ωB97M-V functional and the def2-TZVPD basis", "elements": ["W", "O", "C", "O", "C", "C", "C", "C", "C", "N", "C", "O", "O", "H", "H", "H", "H", "C", "C", "P", "C", "C", "C", "C", "C", "C", "C", "C", "C", "C", "C", "C", "P", "C", "C", "C", "C", "C", "C", "C", "C", "C", "C", "C", "C", "H", "H", "H", "H", "H", "H", "H", "H", "H", "H", "H", "H", "H", "H", "H", "H", "H", "H", "H", "H", "H", "H", "H", "H", "O", "As", "O", "O", "C", "C", "C", "C", "C", "C", "S", "O", "O", "O", "H", "H", "H", "H", "H"], "positions_angstrom": [[-1.0350, 0.1819, -0.0743], [-2.8829, 0.9834, -3.8334], [-2.5417, 0.9450, -2.5657], [-1.3418, 0.7735, -2.2322], [-3.4766, 1.1476, -1.5146], [-4.8592, 1.3521, -1.4955], [-5.4614, 1.6135, -0.2926], [-4.6922, 1.7490, 0.8984], [-3.3600, 1.5600, 0.8229], [-2.7754, 1.1874, -0.3449], [-2.2679, 1.8054, 1.8302], [-2.3932, 2.0744, 2.9841], [-1.0806, 1.7318, 1.1880], [-2.0884, 0.8257, -4.3710], [-5.4199, 1.3090, -2.4198], [-6.5315, 1.7672, -0.2562], [-5.1488, 2.0017, 1.8460], [2.6546, 0.5523, -0.5636], [2.6264, 0.8772, 0.9203], [1.1206, 0.1937, 1.7132], [1.5856, -1.5287, 2.0981], [2.7686, -2.1053, 1.6412], [3.0087, -3.4622, 1.8136], [2.0632, -4.2706, 2.4255], [0.8902, -3.7063, 2.9083], [0.6598, -2.3474, 2.7569], [1.1367, 1.0916, 3.2932], [1.2974, 2.4777, 3.2594], [1.4402, 3.1941, 4.4354], [1.3749, 2.5429, 5.6598], [1.1296, 1.1792, 5.7011], [1.0140, 0.4523, 4.5247], [1.0970, 1.0814, -1.3650], [1.2148, 2.8958, -1.3763], [0.1549, 3.6765, -0.9246], [0.2582, 5.0623, -0.9256], [1.4167, 5.6701, -1.3837], [2.4659, 4.8966, -1.8676], [2.3653, 3.5162, -1.8685], [1.4218, 0.6848, -3.1130], [2.2568, -0.3604, -3.4896], [2.5032, -0.6094, -4.8340], [1.9042, 0.1700, -5.8095], [1.0496, 1.2038, -5.4413], [0.8116, 1.4603, -4.1018], [2.7366, -0.5240, -0.7153], [3.4948, 1.0319, -1.0642], [2.5934, 1.9597, 1.0509], [3.5119, 0.5173, 1.4432], [3.5236, -1.5063, 1.1509], [3.9415, -3.8856, 1.4627], [2.2478, -5.3311, 2.5382], [0.1447, -4.3115, 3.4079], [-0.2405, -1.9276, 3.1871], [1.2878, 3.0118, 2.3164], [1.6028, 4.2633, 4.3951], [1.5045, 3.1011, 6.5780], [1.0334, 0.6710, 6.6518], [0.8392, -0.6094, 4.5832], [-0.7508, 3.2050, -0.5749], [-0.5625, 5.6668, -0.5616], [1.5004, 6.7493, -1.3760], [3.3627, 5.3709, -2.2454], [3.1767, 2.9165, -2.2655], [2.7177, -0.9976, -2.7469], [3.1620, -1.4205, -5.1156], [2.1017, -0.0236, -6.8560], [0.5754, 1.8133, -6.2008], [0.1663, 2.2815, -3.8141], [-3.8061, -1.5091, 0.5955], [-2.3906, -2.2354, 1.3452], [-3.0034, -2.8043, 2.7345], [-1.4129, -0.8027, 1.4905], [-1.6811, -3.7560, 0.3531], [-1.9368, -4.9795, 0.9364], [-1.4922, -6.1414, 0.3089], [-0.8184, -6.0843, -0.8963], [-0.5780, -4.8592, -1.5059], [-0.9944, -3.7128, -0.8650], [-0.6835, -2.1246, -1.4843], [0.2394, -1.4554, -0.4812], [-0.2115, -2.0857, -2.8199], [-1.9507, -1.3688, -1.1893], [-4.5392, -1.7197, 1.1925], [-2.4887, -5.0002, 1.8677], [-1.6944, -7.1023, 0.7644], [-0.4800, -6.9980, -1.3657], [-0.0825, -4.7804, -2.4657]], "forces_ev_per_angstrom": [[3.4, 4.0, -1.2], [-0.2, 0.1, -0.2], [-0.1, 0.2, 0.0], [0.0, 0.0, -0.2], [0.0, 0.0, 0.0], [0.1, 0.0, -0.2], [-0.2, 0.0, 0.2], [-0.5, 0.1, 0.1], [0.4, 0.1, -0.1], [-0.6, -0.8, 0.3], [0.4, 0.2, -0.1], [-0.3, 0.1, 0.1], [-0.3, 0.7, 0.8], [0.0, -0.1, 0.0], [0.0, 0.0, 0.0], [0.0, 0.0, 0.0], [0.0, 0.1, -0.1], [-0.1, -0.2, 0.1], [-0.1, 0.2, -0.1], [0.7, -0.3, -0.2], [-0.3, -0.1, 0.0], [0.0, 0.0, 0.0], [0.0, 0.0, 0.0], [0.0, 0.0, 0.0], [0.0, 0.1, 0.0], [0.0, 0.0, 0.1], [-0.4, 0.0, -0.1], [-0.1, 0.1, 0.0], [0.0, 0.0, 0.0], [0.0, 0.0, 0.0], [0.0, 0.0, 0.0], [0.0, 0.1, 0.0], [0.4, 0.5, 0.0], [-0.2, 0.0, 0.1], [0.1, 0.0, -0.1], [0.0, 0.0, 0.0], [0.0, 0.0, 0.0], [0.1, 0.0, 0.0], [0.0, 0.0, 0.1], [-0.3, -0.1, 0.0], [0.0, 0.0, 0.0], [0.0, 0.0, 0.0], [0.0, 0.0, 0.0], [0.0, 0.0, 0.0], [0.1, 0.0, 0.0], [0.0, 0.0, 0.0], [0.0, 0.0, 0.0], [0.0, 0.0, 0.0], [0.0, 0.1, 0.0], [0.0, 0.0, 0.0], [0.0, 0.0, 0.0], [0.0, 0.0, 0.0], [0.0, 0.0, 0.0], [0.0, 0.0, -0.1], [0.1, 0.0, 0.0], [0.0, 0.0, 0.0], [0.0, 0.0, 0.0], [0.0, 0.0, 0.0], [0.1, -0.1, 0.0], [0.0, 0.0, 0.1], [0.0, 0.0, 0.0], [0.0, 0.0, 0.0], [0.0, 0.0, 0.0], [0.0, 0.0, 0.0], [0.0, 0.0, 0.0], [0.0, 0.0, 0.0], [0.0, 0.0, 0.0], [0.0, 0.0, 0.0], [0.0, 0.0, 0.0], [0.0, -0.1, -0.6], [-1.8, -0.5, 1.1], [0.7, -0.1, 0.3], [-1.3, -1.7, 0.9], [0.2, 0.4, -0.3], [-0.1, 0.0, 0.1], [-0.1, -0.1, 0.1], [0.0, -0.1, 0.0], [0.2, 0.2, -0.2], [-0.2, 0.0, 0.4], [0.4, 0.1, 0.1], [0.2, -1.2, -0.7], [-0.1, -0.5, -0.1], [-0.1, -0.9, -0.5], [0.1, 0.0, 0.1], [0.0, -0.1, 0.0], [0.0, 0.0, 0.0], [0.0, 0.0, -0.1], [0.0, -0.1, 0.1]], "multiplicity": 3, "e_lumo_ev": [-3.34, -3.82], "energy_ha": -5696.77144, "relative_energy_kcal_mol": 21.2, "gap_ev": [5.68, 7.28], "s2": 2.0205, "total_charge": 1, "largest_force_ev_per_a": 5.3, "homo_ev": [-9.025, -11.099]}

{"formula": "C39H33CdF3N8O4S", "method": "the ωB97M-V functional and the def2-TZVPD basis", "elements": ["Cd", "O", "C", "C", "C", "C", "C", "C", "C", "N", "C", "C", "N", "C", "C", "C", "C", "C", "C", "C", "O", "H", "H", "H", "H", "H", "H", "H", "H", "H", "H", "H", "H", "H", "H", "N", "C", "C", "C", "C", "C", "C", "S", "O", "O", "N", "C", "N", "C", "C", "C", "N", "H", "H", "H", "H", "H", "H", "H", "H", "H", "F", "C", "F", "F", "C", "C", "C", "C", "C", "C", "C", "C", "H", "H", "H", "H", "C", "N", "C", "C", "N", "C", "H", "H", "H", "H", "H", "H"], "positions_angstrom": [[-0.8393, -0.5399, 0.6190], [0.9364, -1.4856, 2.5999], [1.1194, -2.6299, 3.0719], [1.7705, -2.8224, 4.3552], [2.0091, -4.0592, 4.8915], [1.6202, -5.2404, 4.2161], [0.9708, -5.1015, 3.0097], [0.6892, -3.8543, 2.4231], [-0.0502, -3.8953, 1.1789], [-0.5016, -2.9469, 0.4570], [-1.2804, -3.3294, -0.7186], [-0.9924, -2.3979, -1.8978], [-1.7911, -1.1916, -1.6858], [-3.1675, -1.2599, -2.2858], [-4.1986, -0.5496, -1.4431], [-5.3208, -0.0195, -2.0781], [-6.3220, 0.6489, -1.3865], [-6.1722, 0.8031, -0.0063], [-5.0784, 0.2771, 0.6505], [-4.0580, -0.4544, -0.0170], [-3.1071, -1.0100, 0.6658], [2.0591, -1.9179, 4.8814], [2.4940, -4.1363, 5.8608], [1.8242, -6.2195, 4.6341], [0.6520, -5.9952, 2.4757], [-0.2520, -4.9203, 0.8366], [-2.3413, -3.2198, -0.4702], [-1.0980, -4.3690, -1.0054], [-1.2298, -2.9098, -2.8406], [0.0568, -2.1099, -1.9068], [-3.4698, -2.2888, -2.5066], [-5.4029, -0.1228, -3.1570], [-7.1784, 1.0582, -1.9091], [-6.9207, 1.3513, 0.5586], [-4.9537, 0.4067, 1.7203], [2.5945, 6.4148, -1.6837], [1.5491, 5.5327, -1.3288], [1.8380, 4.2379, -0.8972], [0.8209, 3.3844, -0.5030], [-0.4983, 3.8225, -0.5369], [-0.7987, 5.0972, -0.9812], [0.2237, 5.9539, -1.3728], [-1.7820, 2.7388, 0.0450], [-3.0443, 3.3522, -0.2607], [-1.4862, 2.4988, 1.4454], [-1.4448, 1.3524, -0.6783], [-1.6767, 1.2139, -2.0099], [-1.4371, -0.0833, -2.5683], [-2.5288, -0.5009, -3.5031], [-3.0702, 0.6232, -4.3092], [-2.6824, 1.8600, -3.9681], [-2.0293, 2.1981, -2.7940], [3.4357, 5.9431, -1.9709], [2.3230, 7.1175, -2.3502], [2.8689, 3.8948, -0.8840], [1.0451, 2.3629, -0.2046], [-1.8395, 5.3971, -1.0273], [-0.0063, 6.9554, -1.7278], [-2.1013, -1.2466, -4.1717], [-3.6698, 0.4241, -5.1894], [-2.9397, 2.7068, -4.5977], [7.8770, -2.9442, -2.5906], [7.5228, -1.6521, -2.7353], [7.6963, -1.3496, -4.0474], [8.4489, -0.9170, -2.0735], [6.1393, -1.3748, -2.2656], [5.3217, -2.3840, -1.7737], [4.0460, -2.0871, -1.3207], [3.5550, -0.7725, -1.3385], [4.3942, 0.2284, -1.8554], [5.6667, -0.0669, -2.3055], [2.2559, -0.4758, -0.8350], [1.1617, -0.2546, -0.3399], [5.6884, -3.4014, -1.7402], [3.4080, -2.8660, -0.9203], [4.0210, 1.2444, -1.8929], [6.3043, 0.7179, -2.6968], [0.2120, 2.3906, 4.8570], [-0.4571, 1.1309, 4.5844], [-1.2923, 0.4045, 5.4100], [-1.7604, -0.6261, 4.6459], [-1.2388, -0.5465, 3.3790], [-0.4671, 0.5113, 3.3843], [0.0838, 2.6448, 5.9061], [-0.2093, 3.1845, 4.2390], [1.2760, 2.3072, 4.6409], [-1.4650, 0.6811, 6.4365], [-2.4374, -1.4167, 4.9325], [0.1095, 0.8901, 2.5530]], "forces_ev_per_angstrom": [[-0.4, -0.6, 0.2], [0.8, -0.5, -0.3], [-0.1, 0.1, -0.1], [0.0, -0.1, 0.0], [-0.1, 0.0, -0.2], [0.1, 0.1, 0.1], [0.0, 0.1, 0.0], [0.0, -0.1, 0.0], [0.1, 0.0, 0.2], [-0.5, 0.1, -0.2], [0.1, 0.1, 0.0], [-0.1, 0.1, 0.1], [0.3, 0.4, 0.0], [0.0, 0.1, 0.2], [0.0, 0.1, 0.0], [0.1, 0.0, 0.1], [0.1, -0.1, 0.1], [0.1, -0.1, -0.1], [-0.1, 0.1, 0.0], [0.1, -0.1, 0.0], [-0.1, 0.0, 0.1], [0.0, 0.0, 0.0], [0.0, 0.0, 0.0], [0.0, 0.0, 0.0], [0.0, 0.0, 0.0], [0.0, -0.1, 0.0], [0.0, 0.0, 0.0], [0.1, -0.2, 0.0], [-0.1, 0.0, -0.1], [0.1, 0.0, 0.0], [0.0, -0.1, 0.0], [0.0, 0.0, 0.0], [0.0, 0.0, 0.0], [0.0, 0.0, 0.0], [0.0, 0.0, 0.0], [-0.1, -0.1, 0.2], [0.0, 0.0, -0.1], [0.0, 0.0, 0.0], [0.0, 0.0, 0.0], [0.0, 0.1, 0.1], [0.0, 0.0, 0.0], [-0.1, 0.0, 0.0], [0.4, -0.1, -0.1], [-0.1, 0.0, 0.0], [0.0, 0.1, 0.0], [-0.4, -0.1, -0.9], [0.1, 0.0, 0.4], [-0.2, -0.1, -0.1], [0.0, 0.2, 0.3], [0.0, 0.0, 0.0], [0.1, 0.0, 0.2], [-0.1, -0.1, -0.1], [0.0, 0.0, -0.1], [0.0, 0.0, -0.1], [0.0, 0.0, 0.0], [0.0, 0.1, 0.0], [0.1, 0.0, 0.0], [0.0, -0.1, 0.0], [0.1, -0.2, -0.1], [0.0, 0.0, 0.0], [0.0, 0.0, 0.0], [0.1, 0.0, 0.0], [-0.1, 0.0, 0.0], [0.1, 0.0, 0.0], [0.1, 0.0, 0.0], [-0.1, 0.0, 0.1], [-0.1, 0.0, 0.0], [0.0, 0.0, 0.0], [0.0, 0.0, 0.0], [0.0, 0.1, 0.0], [-0.1, 0.1, 0.0], [0.2, 0.1, -0.1], [0.2, -0.1, 0.3], [0.0, 0.0, 0.0], [0.0, 0.0, 0.0], [0.0, 0.0, 0.0], [0.0, 0.0, 0.0], [-0.2, -0.2, -0.1], [0.0, 0.2, 0.0], [0.1, 0.1, 0.0], [0.0, 0.1, -0.2], [-0.5, 0.5, 0.0], [-0.3, 0.0, 0.2], [0.0, 0.0, 0.1], [0.0, 0.0, 0.0], [0.0, 0.0, 0.0], [0.0, 0.0, 0.0], [0.0, 0.1, 0.0], [0.0, 0.0, 0.2]], "e_lumo_ev": 4.15, "energy_ha": -3110.45425, "relative_energy_kcal_mol": 44.0, "gap_ev": 6.00, "total_charge": -2, "largest_force_ev_per_a": 1.0, "homo_ev": -1.846}